1.
50
Properties=species:S:1:pos:R:3:mulliken_charge:R:1 method="wB97M-V/def2-TZVPD" mol_weight_g_mol=403.49 homo_ev=-13.3841 e_above_lowest_kcal_mol=2.8 e_tot_ha=-1731.31197 total_charge=+2
Al -0.17499 0.20507 -0.74671 0.3424
C -4.16379 -1.32067 -0.40177 -1.0376
C -3.09966 -0.43120 -0.48767 0.0411
N -1.85323 -0.81811 -0.73594 0.0672
C -1.60522 -2.15734 -0.91233 0.2757
C -2.61277 -3.12306 -0.79574 0.8847
C -3.91903 -2.66521 -0.54742 -0.4186
C -2.26287 -4.49018 -0.92178 -0.9303
C -0.95821 -4.82403 -1.12303 -1.0246
C 0.05447 -3.83811 -1.24327 -0.6501
C -0.25933 -2.50707 -1.18015 0.3176
N 0.56454 -1.38263 -1.26801 0.0687
C 1.82297 -1.31381 -1.86848 0.7570
C 2.52812 -2.26201 -2.56276 -0.7730
C 3.80449 -1.96144 -3.10422 -1.0351
C 4.37248 -0.73181 -2.96559 -0.9483
C 3.64704 0.28666 -2.29968 0.8079
C 4.12181 1.59681 -2.11495 -0.5068
C 3.34608 2.52964 -1.46781 -1.0693
C 2.07737 2.16500 -1.03572 0.4701
N 1.58387 0.94096 -1.19594 0.2049
C 2.37717 -0.01292 -1.78938 0.1365
H -5.15951 -0.94470 -0.21333 0.4196
H -3.26136 0.62729 -0.36149 0.5348
H -4.72798 -3.38299 -0.46691 0.4731
H -3.03039 -5.24840 -0.83842 0.4298
H -0.67478 -5.86614 -1.18990 0.4181
H 1.07837 -4.15954 -1.35691 0.5312
H 2.12176 -3.24848 -2.72294 0.4363
H 4.33651 -2.74175 -3.63334 0.4238
H 5.35769 -0.51814 -3.36059 0.4344
H 5.10524 1.86301 -2.48551 0.4788
H 3.69646 3.53822 -1.30213 0.4373
H 1.43545 2.88379 -0.54997 0.0374
C -3.43349 2.12100 2.65366 -1.2560
C -2.76446 2.85712 1.49616 -0.5160
S -0.99716 2.47741 1.43397 0.2915
O -0.80543 1.56554 0.19438 0.0051
C -0.31871 4.08129 1.00605 -0.7066
C -0.80000 4.66617 -0.31420 -1.0399
H -4.50148 2.33582 2.63872 0.3846
H -3.04150 2.45383 3.61425 0.3862
H -3.29981 1.03999 2.58422 0.3329
H -2.84305 3.93935 1.59461 0.5296
H -3.16244 2.58339 0.52290 0.4156
H 0.76357 3.96626 1.06718 0.5412
H -0.61397 4.68803 1.86862 0.5650
H -0.57635 4.01433 -1.15687 0.2809
H -0.28417 5.61171 -0.47884 0.3929
H -1.86931 4.87366 -0.31389 0.3582



2.
69
Properties=species:S:1:pos:R:3:mulliken_charge:R:1 method="wB97M-V/def2-TZVPD" mol_weight_g_mol=845.50 homo_ev=-8.7114 e_tot_ha=-6577.81402 total_charge=0
C -0.43033 -0.28004 -1.41253 -0.4172
C -1.85993 0.28218 -1.56065 0.0043
Br -2.27593 0.52669 -3.45238 -0.1733
C -2.12973 1.54378 -0.70461 -1.6212
C -2.38950 2.83746 -1.43226 -0.4839
C -1.33261 3.76680 -1.79782 1.0882
S 0.34337 3.30666 -1.43630 -0.2981
C -1.56797 4.92836 -2.47252 -0.5538
C -0.56146 5.96571 -2.91077 -0.8567
C 0.70434 5.46447 -3.61886 -0.9488
C 2.06942 5.62201 -2.90760 -0.7415
S 2.15619 6.47127 -1.31842 -0.2290
C -2.93820 5.18780 -2.80566 0.8825
N -3.38239 6.25976 -3.46848 -0.6563
S -4.96105 6.11040 -3.59527 0.1578
N -5.20120 4.71076 -2.84777 -0.6899
C -3.99860 4.30445 -2.45418 0.3678
C -3.66341 3.12310 -1.75686 1.0037
F -4.65117 2.28521 -1.43863 -0.3598
H 0.11631 0.32277 -0.69777 0.1898
H 0.09237 -0.24469 -2.36180 0.5748
H -0.48110 -1.30477 -1.06586 -0.5075
H -2.55567 -0.48439 -1.24082 0.5963
H -1.29091 1.68910 -0.03316 0.5078
H -2.99562 1.35537 -0.07328 0.4016
H 0.30439 3.40726 -0.10166 0.1762
H -0.33293 6.61737 -2.06775 0.5664
H -1.10756 6.58751 -3.61210 0.2999
H 0.56185 4.41650 -3.87535 0.4810
H 0.78163 5.98377 -4.57240 0.4320
H 2.55016 4.65244 -2.81375 0.3130
H 2.72651 6.22709 -3.52855 0.4223
H 1.26274 5.75808 -0.62858 0.0926
C -0.65852 -6.24766 0.55268 -0.7085
C 0.74411 -6.79931 0.84533 0.8093
C 1.76138 -5.87034 1.51574 0.2372
F 2.01617 -4.78689 0.74744 -0.2164
F 2.91767 -6.54743 1.68142 -0.2972
F 1.27443 -7.34507 -0.26692 -0.2834
F 0.55793 -7.80174 1.75395 -0.3292
O -0.93685 -5.80255 -0.76326 -0.4138
C -0.72438 -4.52017 -1.17339 0.7009
C 0.29843 -4.44098 -2.31830 0.1991
F 1.46250 -5.01222 -1.95754 -0.2261
F 0.53218 -3.14214 -2.61721 -0.1984
F -0.39633 -3.71142 -0.14117 -0.1639
F -1.88903 -4.05771 -1.68192 -0.3348
H -1.31369 -7.10838 0.67350 0.3799
H -0.95724 -5.51284 1.30175 0.3680
H 1.39579 -5.54220 2.49079 0.2044
H -0.09642 -4.95149 -3.19833 0.2542
C 2.54818 -1.77761 4.87470 -0.7487
C 3.05801 -0.33776 4.72908 0.8852
C 2.15040 0.79791 5.21251 0.0604
F 0.98651 0.81686 4.53050 -0.2048
F 2.78367 1.97148 5.00160 -0.2618
F 3.45440 -0.10695 3.46219 -0.2487
F 4.15731 -0.25981 5.53509 -0.3247
O 1.97349 -2.39207 3.73575 -0.2890
C 0.64822 -2.29667 3.43445 0.5942
C 0.40924 -1.62887 2.07600 0.6159
F 0.95818 -0.39887 2.04792 -0.2728
F -0.92811 -1.50947 1.89711 -0.2761
F -0.06938 -1.71685 4.41046 -0.3092
F 0.17785 -3.56834 3.29891 -0.2964
H 3.44711 -2.36340 5.05775 0.3937
H 1.91336 -1.88410 5.75474 0.3340
H 1.94294 0.69287 6.28074 0.2706
H 0.83851 -2.23811 1.28039 0.0760



3.
66
Properties=species:S:1:pos:R:3:mulliken_charge:R:1 method="wB97M-V/def2-TZVPD" mol_weight_g_mol=790.96 homo_ev=-5.1264 e_above_lowest_kcal_mol=14.5 e_tot_ha=-3430.14704 total_charge=-1
Cd -1.01565 0.02601 -0.17166 3.4197
C 1.44369 -1.75476 -1.83195 -1.2726
N 0.83615 -1.60387 -0.51240 0.8306
C 1.88657 -1.43212 0.48643 -0.9984
C -0.01219 -2.76890 -0.22715 -1.3858
C -0.61729 -2.73326 1.16925 -0.6529
N -1.16095 -1.42123 1.45456 0.0057
C -1.58480 -1.13891 2.70043 -0.1262
C -2.13780 0.13732 2.98055 -0.0922
F -2.24901 1.01835 1.96360 -0.4278
C -2.55871 0.53371 4.22581 0.1533
F -3.04193 1.77982 4.37346 -0.3224
C -2.50290 -0.30772 5.32424 -0.6467
C -2.00596 -1.56950 5.07908 0.2573
F -1.93600 -2.45588 6.09299 -0.3355
C -1.57347 -1.98656 3.83534 0.3562
F -1.15016 -3.27323 3.74746 -0.3577
H 2.13611 -2.61097 -1.83800 0.3413
H 0.67820 -1.91968 -2.58307 0.3455
H 1.99308 -0.84889 -2.08647 0.1061
H 2.50823 -2.33817 0.56514 0.3263
H 2.51851 -0.59350 0.19437 0.1417
H 1.45412 -1.21176 1.46129 0.0828
H -0.80139 -2.79338 -0.98368 0.3793
H 0.57098 -3.69892 -0.33258 0.3944
H -1.38336 -3.51768 1.20269 0.5570
H 0.15080 -3.02108 1.89433 0.5270
H -2.82654 0.00374 6.30391 0.4860
F -5.86931 0.53658 -2.30292 -0.2041
C -5.38765 -0.70113 -2.30451 0.3475
F -6.01696 -1.40594 -1.35956 -0.2053
F -5.64052 -1.25950 -3.48604 -0.2082
S -3.57639 -0.72517 -1.93818 1.0709
O -3.43121 0.07664 -0.74118 -0.9504
O -3.19139 -2.10464 -1.82979 -0.6465
N -3.04918 0.01094 -3.20991 -0.4644
S -1.57439 -0.18626 -3.68602 0.9389
O -1.31577 -1.35160 -4.47402 -0.7061
O -0.60961 0.12868 -2.64618 -0.5207
C -1.47268 1.24412 -4.84864 0.5527
F -1.75271 2.38852 -4.24788 -0.2137
F -0.22391 1.30341 -5.32610 -0.2211
F -2.30652 1.07198 -5.87613 -0.2258
C 5.42828 0.60545 0.78160 -1.6076
C 4.07444 1.19308 0.49098 0.6218
C 3.68218 1.48234 -0.81113 -0.7063
C 2.43159 2.02256 -1.09276 1.0331
C 2.04836 2.38890 -2.49812 -1.8123
C 1.53722 2.24557 -0.04240 0.8910
C 1.89854 1.93783 1.26850 1.6298
C 0.93533 2.14114 2.40192 -1.5579
C 3.17233 1.43619 1.51776 -0.8324
C 0.19619 2.90374 -0.33889 -0.7447
O 0.17391 4.11200 -0.52538 -0.7344
O -0.82686 2.12984 -0.39421 -1.0166
H 6.09052 0.69911 -0.07896 0.3795
H 5.35511 -0.45679 1.02773 0.2620
H 5.90159 1.10226 1.62945 0.3630
H 4.37545 1.30561 -1.62784 0.2806
H 2.81173 2.06902 -3.20774 0.3402
H 1.90625 3.46745 -2.58666 0.4528
H 1.10420 1.91938 -2.77222 0.1518
H 0.29154 3.00443 2.23710 0.3673
H 1.46987 2.27657 3.34306 0.5097
H 0.28333 1.27104 2.52540 -0.0738
H 3.45873 1.21765 2.54191 0.3677



4.
50
Properties=species:S:1:pos:R:3:mulliken_charge:R:1 method="wB97M-V/def2-TZVPD" mol_weight_g_mol=395.89 homo_ev=-7.5476 smiles="CN1CCN(c2ccc(NC(=O)c3ccc(-c4ccc(Cl)cc4)o3)cc2)CC1" e_above_lowest_kcal_mol=9.4 e_tot_ha=-1626.48394 total_charge=0
C -5.35264 -0.88813 1.45092 -1.0963
N -4.58153 -1.47680 0.37877 -0.0942
C -3.92870 -2.70669 0.78916 -0.4163
C -3.22714 -3.32020 -0.42568 -1.3289
N -2.26340 -2.41811 -1.01330 0.0258
C -0.93564 -2.42698 -0.62056 0.9133
C -0.46777 -3.15683 0.47740 -0.3772
C 0.87464 -3.18233 0.79673 -1.4208
C 1.80626 -2.48574 0.03608 0.2635
C 1.36148 -1.79763 -1.08930 -0.2724
C 0.02007 -1.75875 -1.39968 -0.3822
H -0.29071 -1.23200 -2.28884 0.5502
H 2.07230 -1.30584 -1.73590 0.4297
N 3.16442 -2.56161 0.38463 -0.1174
C 4.15450 -1.62971 0.34944 -0.1205
O 5.31518 -1.95830 0.53500 -0.6859
C 3.80366 -0.21821 0.14083 0.6632
C 4.67293 0.81920 -0.10717 -0.9657
C 3.89088 1.98252 -0.17182 -0.5128
C 2.58807 1.58875 0.04845 0.2250
C 1.34900 2.33826 0.06036 0.3314
C 0.12476 1.66785 0.12826 -0.0609
C -1.06253 2.37082 0.11511 -0.4657
C -1.03828 3.75507 0.03708 0.1082
C 0.16593 4.44007 -0.02602 -0.6320
C 1.35104 3.73290 -0.01478 -0.6564
H 2.28691 4.26614 -0.06074 0.3386
H 0.17103 5.51720 -0.08343 0.4229
Cl -2.52598 4.63352 0.01706 -0.2383
H -2.00780 1.85436 0.16176 0.5290
H 0.11647 0.58955 0.18290 0.4923
O 2.54413 0.25514 0.24351 -0.2145
H 4.24161 2.97551 -0.36285 0.4986
H 5.73256 0.72940 -0.22741 0.5595
H 3.48704 -3.46609 0.70744 0.2655
H 1.20637 -3.74434 1.65814 0.3757
H -1.15178 -3.70509 1.10546 0.2882
C -2.90529 -1.17259 -1.37424 -0.9706
C -3.59770 -0.55352 -0.15381 -0.8449
H -2.83120 -0.30350 0.60581 0.3639
H -4.11009 0.36443 -0.45168 0.5904
H -3.65825 -1.38208 -2.14061 0.3398
H -2.17785 -0.46744 -1.77309 0.4067
H -3.98656 -3.51739 -1.19047 0.4285
H -2.74762 -4.26421 -0.16871 0.5539
H -3.19532 -2.52259 1.59633 0.3445
H -4.68842 -3.39683 1.16337 0.5011
H -4.73274 -0.60407 2.31643 0.3828
H -5.85838 0.00150 1.07863 0.3442
H -6.10410 -1.60367 1.78138 0.3376



5.
67
Properties=species:S:1:pos:R:3:lowdin_spin:R:1 method="wB97M-V/def2-TZVPD" mol_weight_g_mol=727.89 s_squared=2.03 homo_ev="-0.1843 / -3.2601" e_above_lowest_kcal_mol=17.1 e_tot_ha=-4284.65613 total_charge=-2 multiplicity=3
Ti 0.12630 -1.05871 -0.60137 0.9393
O 1.32293 -2.69013 -0.51311 -0.0192
C 2.47003 -2.82272 -0.04618 0.0098
C 3.15297 -1.89337 0.77874 0.0145
C 4.39570 -2.27070 1.33456 0.1211
C 5.06589 -1.41322 2.19626 0.0308
C 4.48562 -0.14652 2.46484 0.0524
C 3.28469 0.22596 1.91778 -0.0192
C 2.56851 -0.63828 1.06657 0.0683
O 1.39875 -0.26757 0.58879 0.0234
N 6.26325 -1.77635 2.79066 0.2697
O 6.74713 -2.93395 2.53334 0.2107
O 6.83837 -0.94946 3.58558 0.2242
H 2.98415 -3.76787 -0.26230 -0.0003
H 4.83290 -3.23368 1.11004 0.0127
H 5.03284 0.51437 3.12190 0.0069
H 2.85151 1.19634 2.12603 -0.0024
O -0.96825 -4.01268 -3.21376 0.0000
S -1.25436 -2.81902 -2.46308 0.0020
O -0.30837 -1.70846 -2.68296 0.0057
O -1.39464 -2.99268 -1.01364 0.0000
C -2.87067 -2.28213 -3.04894 0.0002
C -3.56171 -3.21724 -3.81290 0.0003
C -4.85141 -2.96916 -4.25342 0.0000
C -5.47090 -1.77510 -3.92226 0.0004
C -4.78887 -0.83684 -3.16581 0.0000
C -3.48944 -1.06994 -2.72966 0.0010
S -2.72791 0.32395 -1.88094 0.0017
O -3.81834 0.98240 -1.19198 -0.0007
O -2.07952 1.07915 -2.91347 0.0009
O -1.81669 -0.30834 -0.89318 0.0094
H -3.06119 -4.14447 -4.05174 0.0000
H -5.36824 -3.71199 -4.84890 0.0000
H -6.48228 -1.56916 -4.25182 0.0000
H -5.25275 0.10121 -2.89285 0.0000
N -3.19559 -0.10875 3.69029 0.0004
C -2.17976 -0.92439 3.24095 0.0013
C -1.79342 -0.88052 1.89050 0.0053
N -0.79241 -1.61504 1.45240 0.0046
C -0.14554 -2.39094 2.33609 0.0019
C -0.54854 -2.43089 3.64938 -0.0006
N -1.57121 -1.70654 4.11748 0.0015
H -3.79904 0.28594 2.98884 0.0000
H -3.63868 -0.40430 4.54307 0.0000
H -2.29395 -0.24344 1.17518 0.0002
H 0.68462 -2.97721 1.97191 0.0003
H -0.03383 -3.06378 4.36188 0.0000
C 0.03242 4.45348 -1.14014 0.0001
C 0.27178 4.29460 0.36652 0.0000
C 1.77512 4.23495 0.66173 0.0000
C -0.39052 5.44423 1.13378 0.0000
C -0.34142 3.02982 0.80832 0.0001
N -0.83038 2.04217 1.12743 0.0006
H 0.53630 5.36077 -1.48262 0.0000
H -1.03299 4.53195 -1.35926 0.0000
H 0.43033 3.60366 -1.68442 0.0001
H 2.23407 5.18432 0.37680 0.0000
H 2.24036 3.43534 0.08491 0.0000
H 1.96192 4.06012 1.72284 0.0000
H 0.03253 6.39139 0.79241 0.0000
H -0.21706 5.35204 2.20730 0.0000
H -1.46613 5.45833 0.95517 0.0000
O 2.77903 1.75290 -1.36463 0.0015
Cl 1.98419 0.89452 -2.20224 0.0014
O 2.41478 -0.47961 -2.08283 0.0037
O 2.04748 1.33753 -3.56043 0.0017
O 0.58951 0.93367 -1.73942 0.0121



6.
53
Properties=species:S:1:pos:R:3:mulliken_charge:R:1 method="wB97M-V/def2-TZVPD" mol_weight_g_mol=423.45 homo_ev=-7.8401 smiles="C=CC(=O)Nc1cccc(Nc2nc(Nc3ccc(OCCOC)cc3)ncc2F)c1" e_above_lowest_kcal_mol=41.3 e_tot_ha=-1450.91978 total_charge=0
C -3.84804 -0.51760 -2.79362 -0.8640
C -2.65676 -0.37940 -2.23047 -0.2047
C -1.98790 -1.53628 -1.57823 0.8761
O -2.50861 -2.62771 -1.47555 -0.6895
N -0.73782 -1.22793 -1.11622 0.1430
C 0.21557 -2.06600 -0.53312 0.1063
C -0.04198 -3.38178 -0.16238 -0.8067
C 0.98060 -4.13668 0.38607 -0.7922
C 2.24383 -3.60857 0.57268 -0.6991
C 2.50147 -2.28559 0.21281 0.4373
C 1.48223 -1.52267 -0.33866 -0.1644
H 1.67829 -0.50222 -0.61936 0.5987
N 3.79333 -1.79134 0.38825 -0.0703
C 4.24999 -0.52709 0.21405 0.0276
N 3.40713 0.47493 0.01091 -0.2096
C 3.89669 1.69555 -0.19610 0.1857
N 5.18831 2.02419 -0.24054 -0.7678
C 6.04906 1.04141 -0.00242 -0.3307
C 5.63318 -0.24425 0.24576 0.4774
F 6.51978 -1.24640 0.48968 -0.3119
H 7.09833 1.29986 -0.01922 0.4261
N 3.00132 2.68869 -0.42084 -0.0998
C 1.61409 2.55999 -0.28739 0.0961
C 0.75875 3.17357 -1.20034 -0.5498
C -0.60834 3.04343 -1.07149 -0.4691
C -1.16210 2.30599 -0.02226 0.2974
C -0.30876 1.70884 0.89984 -0.1443
C 1.06131 1.83892 0.76514 -0.5566
H 1.71038 1.37129 1.48608 0.3127
H -0.69290 1.14632 1.73497 0.5175
O -2.52641 2.24628 0.00266 -0.4565
C -3.18307 1.73294 1.13981 -0.7981
C -3.28740 0.19474 1.13798 0.2715
O -3.82062 -0.30657 2.33690 -0.4306
C -5.21946 -0.20101 2.45119 -0.6725
H -5.49068 -0.74572 3.35334 0.2939
H -5.54796 0.83948 2.54807 0.2718
H -5.71942 -0.65458 1.58783 0.2724
H -3.88364 -0.12962 0.27379 0.3084
H -2.29205 -0.24859 1.05278 -0.0389
H -4.18476 2.17045 1.09922 0.4354
H -2.69393 2.06419 2.06376 0.3597
H -1.27653 3.51529 -1.77472 0.4680
H 1.16895 3.75467 -2.01294 0.3960
H 3.38090 3.54792 -0.78810 0.3113
H 4.49554 -2.47869 0.62887 0.2335
H 3.03203 -4.21576 0.99392 0.3956
H 0.78672 -5.15969 0.67061 0.3807
H -1.02123 -3.80227 -0.31171 0.5214
H -0.41037 -0.28319 -1.27239 -0.0843
H -2.13746 0.56845 -2.22369 0.1815
H -4.36005 0.29717 -3.27579 0.3079
H -4.33949 -1.47734 -2.77938 0.3004